#a
The following is a quantum chemistry calculation of an isolated ion of composition C21H26N and charge +1, from the Open Molecules 2025 dataset.

Geometry as XYZ:
```
48
C21H26N | the Open Molecules 2025 dataset | wB97M-V/def2-TZVPD
C 7.653 2.323 1.315
C 6.451 1.780 0.552
C 6.630 0.302 0.208
C 5.518 -0.261 -0.677
C 4.165 -0.331 0.030
C 3.109 -1.000 -0.848
C 1.753 -1.057 -0.147
C 0.708 -1.751 -1.029
N -0.593 -1.783 -0.379
C -0.917 -2.888 0.292
C -2.108 -3.001 0.978
C -2.993 -1.941 0.965
C -2.680 -0.766 0.274
C -3.573 0.366 0.235
C -4.830 0.373 0.859
C -5.646 1.479 0.795
C -5.244 2.625 0.107
C -4.021 2.650 -0.515
C -3.171 1.533 -0.465
C -1.910 1.554 -1.110
C -1.067 0.487 -1.087
C -1.425 -0.700 -0.404
H 7.510 3.373 1.558
H 8.557 2.229 0.719
H 7.796 1.773 2.242
H 6.320 2.351 -0.370
H 5.554 1.915 1.160
H 7.580 0.182 -0.317
H 6.689 -0.279 1.131
H 5.799 -1.268 -0.993
H 5.425 0.353 -1.575
H 4.274 -0.894 0.960
H 3.832 0.676 0.286
H 3.435 -2.012 -1.095
H 3.015 -0.445 -1.783
H 1.426 -0.045 0.097
H 1.851 -1.608 0.791
H 0.627 -1.253 -1.996
H 1.024 -2.779 -1.216
H -0.206 -3.700 0.275
H -2.335 -3.911 1.509
H -3.925 -2.031 1.497
H -5.182 -0.491 1.398
H -6.609 1.460 1.281
H -5.895 3.484 0.067
H -3.695 3.528 -1.052
H -1.621 2.452 -1.635
H -0.121 0.567 -1.593
```

Properties
Structure (SMILES): CCCCCCCC[n+]1cccc2c3ccccc3ccc21
Total charge: +1
Gap between HOMO and LUMO in Eh: 0.2856

=====

#b
The following is a quantum chemistry calculation of an isolated ion of composition C21H26N and charge +1, from the Open Molecules 2025 dataset.

Geometry as XYZ:
```
48
C21H26N | the Open Molecules 2025 dataset | wB97M-V/def2-TZVPD
C -1.376 -2.176 -0.541
N -0.305 -3.310 -0.342
C -0.846 -4.871 -0.622
C 0.072 -6.068 -0.437
C 0.294 -6.703 0.749
C 0.879 -8.031 0.956
C 1.054 -8.605 2.243
C 1.567 -9.897 2.408
C 1.836 -10.707 1.295
C 1.656 -10.166 -0.006
C 1.160 -8.866 -0.162
C -1.450 -4.849 -2.023
C -2.777 -4.483 -2.223
C -3.263 -4.319 -3.534
C -2.446 -4.538 -4.650
C -1.147 -4.986 -4.431
C -0.673 -5.220 -3.120
C 0.083 -3.150 1.145
C 0.999 -1.966 1.509
C 2.254 -1.938 0.651
C 1.812 -1.748 -0.804
C 0.867 -2.880 -1.298
H -1.555 -1.958 -1.600
H -2.384 -2.360 -0.109
H -0.911 -1.268 -0.083
H -1.630 -4.853 0.160
H 0.549 -6.450 -1.368
H -0.285 -6.257 1.599
H 0.807 -8.002 3.123
H 1.701 -10.305 3.430
H 2.123 -11.753 1.440
H 1.851 -10.807 -0.870
H 0.990 -8.500 -1.184
H -3.457 -4.350 -1.362
H -4.342 -4.132 -3.679
H -2.798 -4.323 -5.658
H -0.518 -5.281 -5.272
H 0.306 -5.687 -3.022
H -0.872 -3.053 1.675
H 0.566 -4.061 1.492
H 0.496 -0.980 1.489
H 1.343 -2.114 2.543
H 2.907 -1.115 0.945
H 2.890 -2.826 0.782
H 1.381 -0.724 -0.940
H 2.737 -1.778 -1.430
H 1.508 -3.747 -1.530
H 0.417 -2.563 -2.250
```

Properties
Structure (SMILES): C[N+]1([C@H](/C=C/c2ccccc2)c2ccccc2)CCCCC1
Total charge: +1
Gap between HOMO and LUMO in Eh: 0.3081

=====

The structure with the least stability is #b.

=====

#a
The following is a quantum chemistry calculation of an isolated ion of composition C3H8N5 and charge +1, from the Open Molecules 2025 dataset.

Geometry as XYZ:
```
16
C3H8N5 | the Open Molecules 2025 dataset | wB97M-V/def2-TZVPD
C -0.364 -0.613 0.144
C 0.420 2.013 -0.500
C -1.070 0.501 0.513
N 1.456 1.532 -0.135
N 1.755 0.430 0.628
N 1.014 -0.705 0.366
N 1.803 -1.688 -0.312
N -2.534 0.419 0.279
H -0.637 -1.637 -0.235
H -0.004 2.839 -1.056
H 2.713 0.071 0.724
H 1.667 -1.958 -1.277
H 2.102 -2.453 0.226
H -2.790 -0.321 0.838
H -2.645 0.259 -0.769
H -2.885 1.312 0.568
```

Properties
Multiplicity: 3
Total charge: +1
Gap between HOMO and LUMO (alpha / beta) in Eh: 0.2292 / 0.2428

=====

#b
The following is a quantum chemistry calculation of a 2-piece molecular cluster, C3H8N5 overall, from the Open Molecules 2025 dataset.

Geometry as XYZ:
```
16
C3H8N5 | the Open Molecules 2025 dataset | wB97M-V/def2-TZVPD
C 0.737 -0.634 1.561
C -1.375 -1.197 0.044
C -0.688 -2.365 0.895
N 0.170 -1.703 1.739
N 0.459 0.038 0.404
N -0.550 -0.241 -0.201
N -2.680 -1.159 -0.140
N 1.939 2.708 -1.558
H 1.584 -0.284 2.247
H -1.595 -2.730 1.558
H -0.198 -3.220 0.288
H 2.048 3.693 -1.466
H -3.175 -1.922 -0.566
H -3.033 -0.239 -0.253
H 1.025 2.372 -1.924
H 2.491 2.401 -2.362
```

Properties
Multiplicity: 3
Total charge: +1
Gap between HOMO and LUMO (alpha / beta) in Eh: 0.3207 / 0.1869

=====

The structure with the least stability is #a.

=====

#a
The following is a quantum chemistry calculation of a 2-piece molecular cluster, C5H12 overall, from the Open Molecules 2025 dataset.

Geometry as XYZ:
```
17
C5H12 | the Open Molecules 2025 dataset | wB97M-V/def2-TZVPD
C -1.019 -1.765 -1.312
C -0.464 -2.246 -0.207
C 0.896 -1.886 0.369
H -2.043 -1.942 -1.603
H -0.415 -1.119 -1.942
H -1.048 -2.922 0.414
H 0.758 -1.276 1.260
H 1.463 -1.383 -0.410
H 1.335 -2.829 0.694
C -0.462 2.826 0.851
C 0.855 2.388 0.109
H -0.319 3.538 1.660
H -1.159 3.265 0.144
H -0.888 1.903 1.247
H 0.549 2.516 -0.926
H 1.166 1.385 0.377
H 1.679 3.063 0.336
```

Properties
Structure (SMILES): C=CC.CC
Total charge: 0
Gap between HOMO and LUMO in Eh: 0.3963

=====

#b
The following is a quantum chemistry calculation of one molecule with the formula C5H12, from the Open Molecules 2025 dataset.

Geometry as XYZ:
```
17
C5H12 | the Open Molecules 2025 dataset | wB97M-V/def2-TZVPD
C -0.184 -2.040 -0.319
C -0.421 -0.603 -0.800
C -0.111 0.417 0.325
C -0.666 1.794 -0.067
C 1.324 0.515 0.809
H 0.860 -2.309 -0.174
H -0.751 -2.266 0.584
H -0.594 -2.710 -1.083
H 0.108 -0.367 -1.725
H -1.486 -0.541 -1.034
H -0.671 -0.016 1.159
H -0.676 2.513 0.758
H -1.704 1.677 -0.374
H -0.083 2.250 -0.866
H 1.672 -0.432 1.221
H 1.386 1.277 1.577
H 1.998 0.843 0.010
```

Properties
Structure (SMILES): CCC(C)C
Total charge: 0
Gap between HOMO and LUMO in Eh: 0.4426

=====

The structure with the least stability is #a.

=====

#a
The following is a quantum chemistry calculation of a 2-piece molecular cluster, C15H18O overall, from the Open Molecules 2025 dataset.

Geometry as XYZ:
```
34
C15H18O | the Open Molecules 2025 dataset | wB97M-V/def2-TZVPD
C -1.662 0.117 -2.748
C -1.295 -1.003 -1.841
C -1.975 -0.855 -0.495
C -3.106 -1.739 -0.339
C -4.063 -1.561 0.680
C -3.896 -0.446 1.530
O -4.655 -0.410 2.643
C -2.804 0.462 1.416
C -1.800 0.201 0.378
H -1.938 -0.217 -3.777
H -1.001 1.127 -2.875
H -2.743 0.534 -2.313
H -1.349 -2.061 -2.105
H -0.171 -0.922 -1.531
H -3.280 -2.474 -1.139
H -4.869 -2.157 0.816
H -5.449 0.394 2.638
H -2.845 1.362 1.866
H -0.872 0.815 0.273
C 2.241 1.711 -1.061
C 2.909 0.969 0.014
C 3.857 1.616 0.813
C 4.660 0.906 1.631
C 4.272 -0.500 1.945
C 3.416 -1.192 1.140
C 2.700 -0.402 0.129
H 1.189 1.950 -0.973
H 2.105 1.221 -2.063
H 2.867 2.570 -1.345
H 4.002 2.629 0.772
H 5.448 1.322 2.264
H 5.029 -0.960 2.639
H 3.098 -2.177 1.456
H 1.981 -0.831 -0.436
```

Properties
Structure (SMILES): CCc1ccc(O)cc1.Cc1ccccc1
Total charge: 0
Gap between HOMO and LUMO in Eh: 0.3357

=====

#b
The following is a quantum chemistry calculation of a 2-piece molecular cluster, C15H18O overall, from the Open Molecules 2025 dataset.

Geometry as XYZ:
```
34
C15H18O | the Open Molecules 2025 dataset | wB97M-V/def2-TZVPD
C 0.980 3.110 2.554
C 0.652 1.892 1.747
C 0.717 1.917 0.244
C -0.338 2.421 -0.457
C -0.054 2.954 -1.746
C 1.221 2.770 -2.285
O 1.764 3.703 -3.116
C 2.191 1.968 -1.615
C 1.854 1.465 -0.399
H 0.897 4.160 2.202
H 1.999 3.071 2.963
H 0.388 3.263 3.454
H 1.351 1.106 2.099
H -0.294 1.521 2.130
H -1.348 2.569 -0.068
H -0.833 3.575 -2.265
H 1.158 4.356 -3.474
H 3.094 1.827 -2.172
H 2.566 0.745 0.006
C -2.910 -3.693 -1.292
C -1.740 -3.376 -0.403
C -1.552 -2.084 0.029
C -0.366 -1.724 0.695
C 0.436 -2.762 1.213
C 0.085 -4.082 0.992
C -0.947 -4.393 0.103
H -3.291 -2.779 -1.723
H -3.718 -4.188 -0.753
H -2.661 -4.482 -2.007
H -2.093 -1.253 -0.401
H -0.040 -0.710 0.714
H 1.308 -2.494 1.781
H 0.615 -4.940 1.429
H -1.090 -5.434 -0.178
```

Properties
Structure (SMILES): CCc1ccc(O)cc1.Cc1ccccc1
Total charge: 0
Gap between HOMO and LUMO in Eh: 0.3299

=====

The structure with the least stability is #a.

=====

#a
The following is a quantum chemistry calculation of a 2-piece molecular cluster, C9H9NO3P overall, from the Open Molecules 2025 dataset.

Geometry as XYZ:
```
23
C9H9NO3P | the Open Molecules 2025 dataset | wB97M-V/def2-TZVPD
C 2.727 -0.039 0.930
C 2.443 -0.667 -0.284
C 2.054 1.153 1.164
C 1.415 -0.285 -1.099
C 1.131 1.666 0.229
C 0.713 0.971 -0.876
C -2.046 -0.599 0.553
C -1.934 0.545 1.310
C -1.694 -2.470 -0.726
N -2.410 -1.762 0.287
O -0.994 0.714 2.088
O -2.756 1.514 0.835
O -1.368 2.610 -1.135
P -0.744 1.450 -1.849
H 3.441 -0.417 1.518
H 2.731 -1.725 -0.409
H 2.081 1.622 2.034
H 1.285 -0.840 -2.031
H 0.617 2.698 0.509
H -0.614 -2.385 -0.798
H -2.004 -2.385 -1.750
H -1.844 -3.530 -0.644
H -2.229 2.160 0.145
```

Properties
Total charge: -1
Gap between HOMO and LUMO (alpha / beta) in Eh: 0.2707 / 0.1921

=====

#b
The following is a quantum chemistry calculation of a 2-piece molecular cluster, C9H9NO3P overall, from the Open Molecules 2025 dataset.

Geometry as XYZ:
```
23
C9H9NO3P | the Open Molecules 2025 dataset | wB97M-V/def2-TZVPD
C 2.818 -1.026 -0.379
C 1.943 -2.082 0.133
C 2.289 0.295 -0.492
C 0.661 -1.738 0.513
C 0.998 0.543 -0.103
C 0.129 -0.457 0.430
C -1.003 2.210 -0.165
C 0.527 2.024 -0.048
C -1.263 -0.148 0.703
N -1.692 1.147 0.246
O -3.889 -0.476 0.359
O -1.576 3.210 -0.614
O -2.400 -1.134 -1.648
P -2.687 -1.330 0.104
H 3.817 -1.314 -0.553
H 2.503 -2.971 0.396
H 2.857 1.064 -0.887
H 0.073 -2.508 0.948
H 0.829 2.459 0.894
H 0.975 2.692 -0.853
H -1.635 -0.066 2.336
H -2.776 1.024 0.358
H -1.496 -1.418 -1.677
```

Properties
Total charge: -1
Gap between HOMO and LUMO in Eh: 0.2541

=====

The structure with the least stability is #a.

=====

#a
The following is a quantum chemistry calculation of C4H8BrO2S as an isolated structure, from the Open Molecules 2025 dataset.

Geometry as XYZ:
```
16
C4H8BrO2S | the Open Molecules 2025 dataset | wB97M-V/def2-TZVPD
Br 2.230 -1.569 -1.240
C 0.029 -0.359 1.294
C -0.909 -0.956 0.202
C -0.355 -0.562 -1.189
S 0.303 1.216 -0.923
O -0.583 2.233 -1.485
O 1.743 1.271 -1.305
C 0.137 1.155 1.011
H 0.992 -0.867 1.325
H -0.365 -0.570 2.289
H -1.919 -0.576 0.355
H -1.006 -2.037 0.297
H -1.026 -0.515 -2.046
H 0.516 -1.185 -1.393
H -0.774 1.610 1.400
H 0.987 1.710 1.409
```

Properties
Total charge: -1
Gap between HOMO and LUMO in Eh: 0.2524

=====

#b
The following is a quantum chemistry calculation of a 2-piece molecular cluster, C4H8BrO2S overall, from the Open Molecules 2025 dataset.

Geometry as XYZ:
```
16
C4H8BrO2S | the Open Molecules 2025 dataset | wB97M-V/def2-TZVPD
Br 3.554 -1.324 -1.068
C 0.363 1.239 0.224
C 0.223 0.096 1.260
C -0.955 -0.723 0.929
S -0.936 -0.808 -0.946
O -2.244 -0.496 -1.556
O -0.200 -1.983 -1.324
C 0.148 0.596 -1.133
H 1.269 1.822 0.387
H -0.433 1.959 0.410
H 0.082 0.490 2.267
H 1.135 -0.492 1.357
H -1.838 -0.147 1.208
H -1.043 -1.707 1.390
H -0.195 1.309 -1.882
H 1.071 0.168 -1.524
```

Properties
Total charge: -1
Gap between HOMO and LUMO in Eh: 0.2507

=====

The structure with the least stability is #a.